Record 1
122
Properties=species:S:1:pos:R:3:lowdin_charge:R:1 method="wB97M-V/def2-TZVPD" homo_energy_ev=-10.10 e_lumo_ev=-0.52 smiles="O=C1OC[C@@H](F)O1.O=C1OC[C@@H](F)O1.C[C@H]1COC(=O)O1.C[C@H]1COC(=O)O1.C[C@H]1COC(=O)O1.C[C@H]1COC(=O)O1.O=C1OCCO1.O=C1OCCO1.O=C1OCCO1.O=C1OCCO1.O=C1OCCO1" gap_ev=9.6
C -0.150 3.691 -3.282 -0.128
C 1.001 3.896 -2.268 -0.096
O 0.320 4.588 -1.202 0.051
C -0.918 4.973 -1.597 -0.559
O -1.690 5.533 -0.888 0.158
O -1.149 4.590 -2.869 0.079
H -0.461 2.647 -3.310 0.119
H 0.250 3.880 -4.278 0.122
H 1.804 4.489 -2.690 0.125
H 1.294 2.949 -1.834 0.099
C 2.200 -4.056 0.944 -0.126
C 1.970 -5.510 1.338 -0.065
O 0.868 -5.363 2.273 0.066
C 0.726 -4.075 2.655 -0.557
O 0.063 -3.671 3.552 0.180
O 1.562 -3.280 1.943 0.041
H 1.696 -3.916 -0.014 0.111
H 3.231 -3.735 0.851 0.121
H 2.837 -5.991 1.786 0.132
H 1.524 -6.091 0.537 0.130
C 4.879 -0.740 1.313 -0.102
C 6.028 -1.570 0.722 -0.076
O 5.533 -1.741 -0.624 0.065
C 4.186 -1.656 -0.593 -0.581
O 3.435 -1.960 -1.465 0.156
O 3.755 -1.273 0.626 0.032
H 5.039 0.311 1.066 0.142
H 4.831 -0.809 2.396 0.121
H 6.252 -2.482 1.265 0.135
H 6.881 -0.897 0.673 0.135
C -5.367 -0.811 -3.096 -0.121
C -4.637 0.527 -3.228 -0.126
O -5.682 1.485 -3.208 0.059
C -6.877 0.849 -3.370 -0.556
O -7.912 1.414 -3.432 0.191
O -6.707 -0.493 -3.457 0.064
H -5.325 -1.185 -2.074 0.124
H -4.987 -1.543 -3.807 0.122
H -4.082 0.609 -4.167 0.129
H -3.875 0.612 -2.452 0.111
C 1.896 4.522 3.237 -0.111
C 2.398 3.093 3.327 -0.124
O 3.255 3.192 4.474 0.047
C 3.747 4.467 4.515 -0.562
O 4.681 4.805 5.158 0.177
O 3.012 5.279 3.712 0.062
H 1.110 4.708 3.974 0.137
H 1.503 4.756 2.249 0.133
H 2.905 2.702 2.449 0.121
H 1.563 2.469 3.645 0.119
C 0.301 -0.494 4.949 -0.005
C 1.696 -0.995 5.202 -0.309
C 2.700 -0.843 4.023 -0.091
O 3.795 -0.193 4.650 0.042
C 3.660 -0.139 5.988 -0.558
O 4.513 0.102 6.765 0.188
O 2.351 -0.368 6.304 0.092
H 0.263 0.517 4.534 0.082
H -0.350 -0.672 5.797 0.098
H -0.061 -1.072 4.088 0.069
H 1.623 -2.067 5.412 0.147
H 2.254 -0.226 3.241 0.113
H 3.028 -1.803 3.633 0.118
C -4.313 3.419 0.325 -0.023
C -5.056 4.638 -0.142 -0.307
C -4.985 4.854 -1.666 -0.093
O -6.340 5.055 -2.064 0.068
C -7.167 4.776 -1.025 -0.560
O -8.347 4.707 -1.098 0.166
O -6.462 4.649 0.126 0.087
H -4.571 3.023 1.309 0.092
H -3.273 3.729 0.477 0.076
H -4.324 2.603 -0.394 0.063
H -4.646 5.553 0.288 0.149
H -4.573 4.029 -2.250 0.122
H -4.350 5.714 -1.878 0.123
C -4.189 -4.463 -2.258 -0.014
C -2.864 -4.730 -1.565 -0.289
C -1.755 -5.162 -2.527 -0.074
O -0.592 -4.562 -1.951 0.078
C -0.976 -3.484 -1.245 -0.538
O -0.221 -2.722 -0.723 0.158
O -2.321 -3.458 -1.122 0.065
H -4.106 -4.154 -3.297 0.083
H -4.775 -3.757 -1.674 0.085
H -4.743 -5.407 -2.279 0.096
H -2.997 -5.394 -0.712 0.155
H -1.937 -4.750 -3.521 0.136
H -1.641 -6.237 -2.636 0.142
C 6.385 0.695 -3.716 -0.025
C 5.296 0.493 -4.733 -0.276
C 4.093 -0.294 -4.151 -0.087
O 3.160 0.724 -3.847 0.056
C 3.456 1.861 -4.524 -0.555
O 2.739 2.808 -4.586 0.165
O 4.671 1.761 -5.079 0.086
H 6.824 -0.277 -3.467 0.093
H 5.981 1.189 -2.832 0.097
H 7.264 1.231 -4.080 0.089
H 5.671 0.166 -5.700 0.153
H 4.414 -0.766 -3.231 0.098
H 3.733 -1.008 -4.889 0.139
C -2.933 -3.390 1.890 -0.068
C -2.900 -1.862 1.945 -0.288
O -2.628 -1.628 3.294 0.124
C -2.985 -2.715 4.039 -0.547
O -3.066 -2.728 5.215 0.195
O -3.237 -3.765 3.219 0.088
F -4.137 -1.359 1.631 0.064
H -1.908 -3.704 1.666 0.121
H -3.619 -3.780 1.148 0.127
H -2.147 -1.369 1.337 0.145
C 0.912 0.230 -1.074 -0.052
C 0.817 -0.072 0.416 -0.276
O -0.516 0.221 0.726 0.126
C -1.093 0.848 -0.340 -0.520
O -2.237 1.141 -0.412 0.189
O -0.147 1.174 -1.247 0.061
F 1.674 0.812 1.063 0.027
H 0.813 -0.673 -1.674 0.128
H 1.866 0.694 -1.310 0.128
H 1.114 -1.061 0.745 0.139

***

Record 2
98
Properties=species:S:1:pos:R:3:lowdin_spin:R:1 method="wB97M-V/def2-TZVPD" homo_energy_ev="-16.28 / -16.29" e_lumo_ev="-11.31 / -10.58" charge=+3 s_squared=2.046 multiplicity=3 gap_ev="5.0 / 5.7"
W -0.848 -0.230 0.449 1.927
C -4.830 -0.899 -0.118 0.000
O -4.000 -0.311 0.902 0.013
C -3.955 -1.125 2.082 0.000
C -3.082 -0.512 3.175 0.001
O -1.780 -0.120 2.782 0.008
C -0.732 -0.019 3.799 0.002
C -0.035 1.339 3.676 0.000
O 0.903 1.261 2.635 -0.004
C 1.370 2.506 2.059 0.003
H -5.044 -1.953 0.108 0.000
H -5.746 -0.309 -0.207 0.000
H -4.335 -0.835 -1.083 0.000
H -4.978 -1.234 2.493 0.000
H -3.563 -2.113 1.814 0.000
H -3.599 0.362 3.602 0.000
H -3.002 -1.285 3.963 0.001
H -1.226 -0.194 4.778 0.000
H -0.026 -0.833 3.668 0.000
H -0.742 2.136 3.466 0.000
H 0.439 1.508 4.667 -0.001
H 2.190 2.225 1.366 0.000
H 1.769 3.170 2.835 0.000
H 0.540 2.968 1.500 0.001
C 4.702 0.629 -0.948 -0.001
C 4.376 0.325 0.472 -0.006
C 5.353 0.648 1.429 0.000
C 5.208 0.259 2.744 -0.009
C 4.132 -0.513 3.150 0.000
C 3.190 -0.868 2.220 -0.006
C 3.284 -0.446 0.879 -0.009
P 1.750 -0.903 -0.080 -0.021
C 2.110 -0.735 -1.861 -0.007
C 1.937 0.586 -2.257 -0.001
C 2.126 0.957 -3.590 0.001
C 2.345 -0.052 -4.529 -0.003
C 2.425 -1.371 -4.122 0.000
C 2.402 -1.745 -2.770 -0.003
C 2.754 -3.170 -2.477 0.000
C 1.702 -2.670 0.423 0.003
C 2.815 -3.495 0.679 0.001
C 2.690 -4.783 1.177 -0.001
C 1.438 -5.336 1.352 0.001
C 0.322 -4.537 1.137 -0.001
C 0.427 -3.185 0.745 0.010
C -0.791 -2.376 0.960 0.004
H 5.787 0.848 -0.977 0.000
H 4.143 1.522 -1.325 0.000
H 4.522 -0.201 -1.664 0.000
H 6.177 1.238 1.097 0.000
H 5.946 0.594 3.469 0.000
H 4.017 -0.888 4.159 0.000
H 2.367 -1.536 2.533 0.000
H 1.703 1.326 -1.474 0.002
H 2.093 1.995 -3.887 0.000
H 2.419 0.174 -5.585 0.000
H 2.580 -2.158 -4.864 0.000
H 2.960 -3.630 -3.471 0.000
H 1.930 -3.782 -2.061 0.000
H 3.646 -3.265 -1.810 0.000
H 3.804 -3.106 0.521 0.000
H 3.594 -5.339 1.399 0.000
H 1.306 -6.364 1.635 0.000
H -0.656 -4.985 1.278 0.000
H -1.120 -2.336 2.019 0.004
H -1.675 -2.768 0.442 0.010
C -2.688 4.837 2.380 0.000
C -2.449 4.155 1.014 0.000
C -3.838 4.070 0.309 0.000
C -1.461 4.961 0.185 0.000
N -1.889 2.855 1.362 0.004
N -1.755 1.918 0.286 0.029
H -3.054 5.872 2.217 0.000
H -1.756 4.881 2.959 0.000
H -3.430 4.345 3.002 0.000
H -4.306 5.073 0.236 0.000
H -4.523 3.441 0.901 0.000
H -3.852 3.630 -0.702 0.000
H -1.838 5.998 0.062 0.000
H -1.344 4.552 -0.822 0.000
H -0.475 4.987 0.673 0.000
H -2.571 2.422 2.021 0.000
H -1.098 2.327 -0.399 0.008
H -2.634 1.823 -0.236 0.004
F -1.238 -2.253 -6.438 0.000
C -1.565 -1.041 -5.999 0.000
F -2.734 -0.730 -6.622 0.000
F -0.633 -0.175 -6.504 0.000
C -1.612 -0.950 -4.494 0.003
C -1.817 0.288 -3.870 0.000
C -1.964 0.368 -2.509 0.003
N -1.527 -0.605 -1.633 0.013
C -1.402 -1.808 -2.261 0.013
C -1.526 -2.048 -3.624 0.000
H -1.950 1.214 -4.386 0.000
H -2.406 1.297 -2.129 0.000
H -1.127 -2.679 -1.686 0.001
H -1.466 -3.086 -3.876 0.000

***

Record 3
94
Properties=species:S:1:pos:R:3:lowdin_charge:R:1 method="wB97M-V/def2-TZVPD" homo_energy_ev=-4.98 e_lumo_ev=1.85 charge=-1 gap_ev=6.8
C 4.876 0.147 3.231 -0.116
O 5.013 0.532 1.877 -0.196
C 3.798 0.396 1.134 -0.217
C 3.286 1.784 0.774 -0.162
C 4.132 2.436 -0.351 -0.204
C 3.399 2.512 -1.690 -0.213
C 3.320 1.176 -2.440 -0.207
C 1.898 0.639 -2.536 -0.207
C 1.812 -0.785 -3.095 -0.201
C 1.577 -0.852 -4.602 -0.211
C 0.146 -0.544 -5.034 -0.212
C -0.903 -1.207 -4.142 -0.217
C -2.231 -1.446 -4.844 -0.162
C -3.382 -1.948 -3.930 -0.125
C -3.096 -1.811 -2.455 -0.108
C -2.349 -2.798 -1.775 -0.127
C -1.874 -4.063 -2.439 -0.015
C -2.013 -2.620 -0.422 -0.016
C -1.133 -3.663 0.241 -0.736
O 0.076 -3.363 0.314 -0.020
O -1.695 -4.720 0.560 -0.010
C -2.423 -1.479 0.296 -0.080
C -1.959 -1.326 1.723 -0.082
C -2.542 -2.311 2.712 -0.194
C -1.859 -2.525 3.916 -0.039
C -2.336 -3.405 4.885 -0.096
C -3.533 -4.083 4.663 -0.108
C -4.226 -3.864 3.472 -0.083
C -3.738 -2.990 2.504 -0.024
C -3.180 -0.512 -0.376 -0.029
C -3.517 -0.683 -1.730 -0.041
C -4.299 0.418 -2.339 -0.285
O -5.141 0.295 -3.196 0.101
C -4.003 1.788 -1.814 -0.116
C -4.138 2.899 -2.807 -0.015
C -3.671 1.945 -0.533 -0.040
C -3.364 3.288 0.074 -0.328
C -2.668 3.250 1.419 -0.027
F -2.544 4.009 -0.788 -0.016
C -3.670 0.715 0.307 -0.290
O -4.072 0.722 1.444 0.114
H 4.870 -0.943 3.322 0.089
H 5.717 0.540 3.787 0.069
H 3.956 0.532 3.664 0.080
H 3.071 -0.184 1.695 0.120
H 4.059 -0.120 0.213 0.111
H 2.247 1.740 0.449 0.101
H 3.321 2.410 1.663 0.106
H 5.073 1.897 -0.428 0.108
H 4.369 3.452 -0.037 0.099
H 3.898 3.264 -2.299 0.098
H 2.404 2.911 -1.491 0.105
H 3.747 1.318 -3.434 0.107
H 3.922 0.418 -1.944 0.095
H 1.253 1.338 -3.068 0.112
H 1.521 0.612 -1.511 0.105
H 1.062 -1.333 -2.533 0.100
H 2.759 -1.281 -2.885 0.109
H 1.862 -1.851 -4.939 0.107
H 2.270 -0.172 -5.100 0.104
H 0.005 -0.796 -6.085 0.104
H 0.003 0.539 -4.978 0.104
H -1.022 -0.577 -3.266 0.118
H -0.502 -2.166 -3.835 0.097
H -2.525 -0.528 -5.357 0.108
H -2.050 -2.182 -5.627 0.109
H -4.277 -1.419 -4.215 0.088
H -3.589 -2.993 -4.131 0.095
H -1.916 -4.873 -1.720 0.077
H -2.502 -4.354 -3.275 0.069
H -0.846 -3.983 -2.780 0.086
H -2.157 -0.336 2.114 0.108
H -0.878 -1.462 1.720 0.119
H -0.923 -2.011 4.089 0.108
H -1.760 -3.533 5.788 0.089
H -3.900 -4.762 5.419 0.087
H -5.146 -4.404 3.303 0.093
H -4.281 -2.846 1.584 0.117
H -4.817 2.598 -3.596 0.077
H -4.537 3.785 -2.318 0.081
H -3.167 3.170 -3.208 0.091
H -4.295 3.845 0.195 0.151
H -3.291 2.811 2.184 0.077
H -2.440 4.281 1.679 0.079
H -1.721 2.725 1.326 0.091
C 6.233 3.663 7.150 -0.097
C 6.136 2.885 5.850 -0.327
O 4.864 2.265 5.694 -0.088
H 6.047 3.005 8.000 0.074
H 7.219 4.115 7.266 0.071
H 5.484 4.458 7.180 0.070
H 6.873 2.083 5.831 0.110
H 6.329 3.543 4.996 0.111
H 4.196 2.957 5.692 0.084

***

Record 4
107
Properties=species:S:1:pos:R:3:lowdin_charge:R:1 method="wB97M-V/def2-TZVPD" homo_energy_ev=-1.42 e_lumo_ev=3.65 charge=-2 gap_ev=5.1
Na -0.829 0.109 -0.762 0.170
C 1.680 -0.462 4.866 -0.195
Si 0.891 0.501 3.422 0.440
C 1.691 -0.062 1.788 -0.166
C 1.500 2.320 3.709 -0.199
C -0.914 0.292 3.379 -0.335
C -1.806 1.246 2.715 -0.360
C -1.640 2.668 2.983 -0.080
C -2.348 3.621 2.297 -0.153
C -3.246 3.220 1.302 -0.127
C -3.336 1.845 1.087 -0.179
N -2.707 0.880 1.771 0.082
Si -1.431 -1.402 3.816 0.443
C -0.392 -2.825 3.100 -0.192
C -3.160 -1.806 3.240 -0.205
C -1.531 -1.722 5.777 -0.189
H 2.746 -0.614 4.626 0.022
H 1.237 -1.447 5.049 -0.015
H 1.622 0.119 5.788 0.020
H 2.771 -0.164 1.937 0.028
H 1.484 0.611 0.959 0.005
H 1.343 -1.083 1.560 -0.006
H 2.575 2.485 3.597 0.014
H 1.253 2.658 4.712 0.010
H 0.942 2.972 2.968 0.008
H -0.964 2.975 3.747 0.068
H -2.181 4.672 2.542 0.093
H -3.759 3.899 0.647 0.079
H -3.960 1.480 0.271 0.085
H -0.387 -2.661 2.041 -0.014
H -0.927 -3.762 3.296 0.024
H 0.601 -2.941 3.544 0.018
H -3.258 -1.744 2.148 0.009
H -3.991 -1.235 3.650 0.023
H -3.381 -2.826 3.598 0.019
H -0.579 -1.782 6.294 -0.013
H -2.072 -2.630 5.979 -0.012
H -2.137 -0.872 6.168 0.021
N -0.895 0.803 -4.558 0.106
C -2.131 0.812 -3.942 -0.542
N -3.274 0.982 -4.606 -0.003
N -4.191 0.761 -3.634 -0.133
N -3.605 0.491 -2.505 -0.122
N -2.265 0.531 -2.663 -0.002
C 0.369 0.952 -3.984 -0.521
N 1.409 1.192 -4.766 -0.005
N 2.448 1.246 -3.934 -0.139
N 2.084 0.998 -2.725 -0.120
N 0.748 0.741 -2.705 -0.003
H -0.881 1.188 -5.506 0.126
N -0.462 -3.703 -0.400 -0.126
P 0.627 -2.522 -1.026 1.065
C 0.733 -3.065 -2.735 -0.344
C -0.126 -2.372 -3.606 -0.085
C -0.256 -2.764 -4.938 -0.068
C 0.407 -3.900 -5.379 -0.098
C 1.285 -4.554 -4.527 -0.107
C 1.472 -4.151 -3.212 -0.081
C 2.182 -3.183 -0.390 -0.379
C 3.320 -2.584 -0.950 -0.094
C 4.580 -2.995 -0.578 -0.088
C 4.733 -3.891 0.457 -0.108
C 3.618 -4.465 1.032 -0.098
C 2.347 -4.142 0.596 -0.095
C -1.811 -3.598 -0.564 -0.385
C -2.657 -4.724 -0.408 -0.038
C -4.015 -4.568 -0.491 -0.097
C -4.515 -3.299 -0.780 -0.096
C -3.639 -2.248 -0.880 -0.135
N -2.293 -2.344 -0.755 0.124
H -0.143 -4.642 -0.277 0.082
H -0.793 -1.568 -3.266 0.076
H -0.946 -2.212 -5.540 0.099
H 0.281 -4.190 -6.450 0.109
H 1.759 -5.460 -4.839 0.084
H 2.150 -4.670 -2.566 0.094
H 3.212 -1.829 -1.714 0.106
H 5.482 -2.573 -1.042 0.111
H 5.698 -4.080 0.882 0.090
H 3.703 -5.142 1.862 0.093
H 1.453 -4.529 1.096 0.095
H -2.161 -5.693 -0.236 0.106
H -4.700 -5.404 -0.369 0.099
H -5.586 -3.118 -0.874 0.099
H -4.064 -1.243 -1.094 0.087
C 0.885 6.380 -1.619 -0.212
N 1.174 5.193 -2.398 -0.147
C 2.514 4.762 -2.025 -0.205
N 2.674 4.491 -0.600 -0.134
C 2.262 5.693 0.168 -0.221
N 0.941 6.219 -0.135 -0.137
C -0.095 5.224 0.322 -0.349
P 0.008 3.531 -0.408 1.038
C 0.191 4.103 -2.162 -0.323
C 1.847 3.344 -0.167 -0.344
H -0.086 6.765 -1.891 0.111
H 1.648 7.133 -1.868 0.114
H 3.179 5.585 -2.292 0.115
H 2.727 3.851 -2.578 0.111
H 2.960 6.503 -0.056 0.109
H 2.353 5.435 1.234 0.122
H -1.079 5.614 0.120 0.067
H -0.064 5.117 1.419 0.069
H -0.811 4.424 -2.534 0.096
H 0.449 3.270 -2.787 0.043
H 2.145 2.484 -0.733 0.038
H 2.084 3.073 0.867 0.064

***

Number 1: molar mass 1060.8 u, maximum force 0.04075 Eh/bohr, electronic energy -4122.6876 hartree. Number 2: molar mass 856.6 u, maximum force 0.05886 Eh/bohr, electronic energy -2536.7972 hartree. Number 3: molar mass 609.8 u, maximum force 0.01843 Eh/bohr, electronic energy -1991.2369 hartree. Number 4: molar mass 846.0 u, maximum force 0.03851 Eh/bohr, electronic energy -3685.3842 hartree.